Formula: C4H8NOS
Source: the OMol25 dataset
Level of theory: ωB97M-V with the def2-TZVPD basis set

Calculated values
Multiplicity: 1
E_tot (eV): -18637.697
Charge: +1
Largest force on an atom (eV/A): 3.3

Each line ends with the Löwdin charge.
Atoms and positions in Å:
C: -2.17111 -0.43936 1.96099  -0.260
C: -1.24751 0.29615 1.29248  -0.465
C: -0.18182 -1.26457 -1.69701  0.135
C: 0.02763 0.41099 0.83536  -0.031
N: 0.32395 1.84354 0.47337  0.179
O: -2.05093 1.43238 0.94256  -0.418
S: -3.43978 0.66923 1.58994  1.129
H: -2.15454 -1.50264 2.19805  0.106
H: 0.05834 -1.77576 -0.82467  -0.034
H: -1.19819 -1.14020 -1.89684  -0.015
H: 0.56122 -0.82918 -2.30133  -0.012
H: 0.88410 -0.12525 1.35940  0.162
H: -0.64683 2.20324 0.51485  0.120
H: 0.77720 2.04869 -0.50113  0.220
H: 0.98401 2.28368 1.15195  0.185